Density functional theory data (wB97M-V/def2-TZVPD) for 3 unconnected molecules or ions with the total composition H4N4O2 at a distorted geometry.

Summary:
* <S²>: 2.02
* LUMO (alpha / beta): 7.6 / 5.2 eV
* energy above the lowest of the compared OMol25 structures with the same formula, charge and spin: 14.43 kcal/mol
* E: -371.54652 Eh
* HOMO level (alpha / beta): 1.72 / -0.37 eV

ORCA input file:
```
! RIJCOSX wB97M-V def2-TZVPD def2/J DEFGRID3
* xyz -2 3
N -1.93 1.35 0.09
N 3.61 -0.84 0.34
N -1.46 0.29 -0.32
N 3.51 0.11 -0.43
O -2.27 -0.79 -0.37
O 4.52 0.49 -1.08
H -2.90 1.34 0.58
H -4.51 -0.22 0.85
H 4.61 -1.22 0.39
H -3.18 -0.50 -0.04
*
```

Here is what Mulliken gives for the atomic charges, in e: -0.589 -0.488 0.064 0.080 -0.657 -0.742 0.148 0.271 0.151 -0.238